1.
Density functional theory data (ωB97M-V with the def2-TZVPD basis set) for 6 unconnected molecules or ions with the total composition C2H16O5.

## Properties
SMILES: CC.O.O.O.O.O
Net charge: 0
Spin multiplicity: 1

Geometry as XYZ:
```
23
Properties=species:S:1:pos:R:3:nbo_charge:R:1
C 0.039 2.352 0.636 -0.6117
C 0.417 0.968 0.076 -0.6237
H 0.819 2.605 1.353 0.2138
H -0.948 2.173 1.070 0.2024
H -0.012 3.172 -0.071 0.2025
H 0.049 0.693 -0.921 0.2099
H 1.474 1.090 -0.220 0.1950
H 0.390 0.124 0.756 0.2076
H 3.056 0.258 2.749 0.4624
H 2.855 0.036 4.165 0.4653
O 3.245 0.727 3.592 -0.9273
H -1.285 -3.540 2.464 0.4646
H -0.485 -2.348 2.040 0.4868
O -0.845 -2.767 2.836 -0.9557
H -1.514 1.242 -4.315 0.4789
H -1.674 2.062 -3.022 0.4873
O -1.067 1.420 -3.453 -0.9446
H 0.112 -1.943 -0.633 0.4884
H -1.237 -2.371 -0.607 0.4757
O -0.447 -2.559 -0.129 -0.9614
H -1.050 -0.345 -2.854 0.4995
H -1.123 -1.853 -3.056 0.4693
O -0.769 -1.195 -2.455 -0.9851
```

---

2.
Density functional theory data (ωB97M-V with the def2-TZVPD basis set) for 7 unconnected molecules or ions with the total composition C2H17NO5.

## Properties
Net charge: 0
Spin multiplicity: 1

Geometry as XYZ:
```
25
Properties=species:S:1:pos:R:3:nbo_charge:R:1
C -0.199 0.292 1.465 -0.6385
C 0.440 0.927 0.247 -0.2686
N -0.564 1.965 -0.114 -0.5746
H 0.342 0.365 2.398 0.2336
H -1.092 0.861 1.562 0.2552
H -0.456 -0.745 1.308 0.2312
H 1.348 1.489 0.442 0.2188
H 0.561 0.090 -0.501 0.2630
H -0.155 2.458 -0.918 0.4005
H -1.469 1.525 -0.338 0.4337
H -2.706 -0.535 0.495 0.5168
H 1.985 -1.140 0.621 0.0918
O -2.785 -0.580 1.637 -1.0338
H 4.184 -1.092 2.295 0.4795
H 3.460 -0.668 0.865 0.4373
O 4.305 -0.601 1.490 -0.8893
H -1.251 -1.234 -1.344 0.5235
H 0.092 -2.051 -0.665 0.4533
O -0.310 -1.807 -1.496 -0.9825
H -2.952 -0.239 -1.819 0.4711
H -3.226 -1.403 1.842 0.4609
O -2.381 -0.231 -1.026 -1.0839
H 0.611 0.320 -2.248 0.4856
H 1.474 0.903 -3.379 0.4747
O 0.744 1.130 -2.816 -0.9594
```

---

Computed relative energy (zero: lowest compared OMol25 entry of this formula, charge and spin) (kJ/mol) in order:
69.94; 1028.65
Computed LUMO level (eV) in order:
0.027; -5.857
Computed gap between HOMO and LUMO (eV) in order:
10.806; 3.713